13
Properties=species:S:1:pos:R:3:nbo_charge:R:1 method="wB97M-V/def2-TZVPD" smiles=C1N[C@H]1[C@H]1CO1 charge=0 e_tot_ev=-7796.0084 multiplicity=1 homo_lumo_gap_ev=10.20
C 0.3157 -1.7657 0.1945 -0.230
N -0.8784 -1.2188 -0.3460 -0.631
C 0.3065 -0.5166 -0.6902 -0.086
C 0.5606 0.9305 -0.2638 0.040
C -0.4338 1.7324 0.4659 -0.107
O 0.7529 1.2787 1.0971 -0.485
H 0.6808 -1.6569 1.2146 0.196
H 0.4672 -2.7779 -0.1946 0.191
H -1.7209 -0.9034 0.0752 0.381
H 0.6138 -0.6608 -1.7265 0.189
H 1.2011 1.4940 -0.9518 0.186
H -0.5177 2.8114 0.3121 0.183
H -1.3478 1.2530 0.8137 0.174

=====

13
Properties=species:S:1:pos:R:3:nbo_charge:R:1 method="wB97M-V/def2-TZVPD" charge=0 e_tot_ev=-7798.1425 multiplicity=1 homo_lumo_gap_ev=10.82
C 2.6552 2.6855 -1.6108 0.513
C -0.0041 0.5946 0.1713 0.160
C -0.4835 -1.7755 0.7427 -0.595
C -1.0948 -0.4150 0.3967 -0.480
N 0.6536 0.8076 -0.8734 -0.623
O 2.0066 3.5850 -1.3966 -0.519
H 0.2704 1.2121 1.0201 0.159
H -0.1110 -2.2765 -0.1473 0.209
H -1.2196 -2.4161 1.2236 0.213
H 0.3494 -1.6437 1.4314 0.208
H -1.7271 -0.0793 1.2189 0.213
H -1.7053 -0.4961 -0.5073 0.212
H 0.4102 0.2173 -1.6693 0.329

=====

In order of appearance, LUMO = 1.18 1.03 eV.
In order of appearance, ΔE to the lowest compared entry with this formula, charge and spin = 350.8 144.9 kJ/mol.
In order of appearance, F_max = 1.1 0.9 eV Å⁻¹.